Molecular formula: C16H15N3O2S2
Method: DFT, ωB97M-V/def2-TZVPD

The energy relative to the best compared isomer or geometry (same formula, charge and spin) is 4.7 kcal/mol. As for the structure (SMILES): COc1ccc(Cc2nnc(NC(=O)Cc3cccs3)s2)cc1. For the HOMO-LUMO gap, the calculation gives 8.93 eV. As for the electronic energy: -47070.633 eV.

Structure (XYZ):
```
38
Properties=species:S:1:pos:R:3:lowdin_charge:R:1
S 1.33392 -2.11552 1.40496 1.043
S 1.03760 2.19510 -0.96658 1.088
O -5.15299 -1.44914 -0.67107 -0.084
O 5.34522 -0.15917 -1.01818 0.098
N 0.71950 1.42955 1.44715 0.033
N 1.94326 1.03730 1.13342 0.010
N 3.47669 1.01246 -0.66584 0.105
C -1.30678 2.51988 0.61413 -0.144
C -4.28441 -0.45749 -0.33210 -0.277
C 1.98133 -1.78959 -1.05056 -0.134
C -1.98885 0.27388 -0.38092 -0.032
C -2.95057 -0.66801 -0.67925 0.005
C 0.67194 -2.32253 -1.05779 -0.193
C 0.19668 -2.54921 0.19219 -0.422
C 4.30962 -0.06243 -0.41013 -0.464
C 2.29143 1.32850 -0.07119 -0.615
C -4.62977 0.72048 0.32169 -0.018
C -6.51357 -1.29063 -0.35003 -0.091
C -2.32624 1.45063 0.27524 -0.222
C 0.08686 2.03361 0.51445 -0.600
C -3.65418 1.65550 0.61883 -0.038
C 2.47863 -1.61632 0.20478 -0.553
C 3.80963 -1.06285 0.60350 -0.117
H -1.47748 2.85587 1.63974 0.128
H 3.72065 -0.57361 1.57544 0.113
H -1.44410 3.37157 -0.05862 0.119
H -5.65014 0.92140 0.60751 0.102
H -6.94533 -0.41672 -0.84864 0.095
H -3.93803 2.56446 1.12964 0.116
H 4.55610 -1.85959 0.67396 0.131
H -7.00815 -2.19084 -0.71139 0.093
H 3.76552 1.58999 -1.44684 0.152
H -0.75715 -2.94178 0.48262 0.061
H -0.96618 0.07384 -0.66218 0.084
H -6.66483 -1.20489 0.73087 0.095
H -2.68899 -1.58341 -1.18542 0.115
H 0.11683 -2.52387 -1.95657 0.102
H 2.53079 -1.54882 -1.94436 0.119
```

Molecular formula: C16H15N3O5
Method: DFT, ωB97M-V/def2-TZVPD

The energy relative to the best compared isomer or geometry (same formula, charge and spin) is 53.5 kcal/mol. As for the structure (SMILES): COc1ccc(/C=N/NC(=O)c2cccnc2)c(C(=O)O)c1OC. For the HOMO-LUMO gap, the calculation gives 8.33 eV. As for the electronic energy: -31541.536 eV.

Structure (XYZ):
```
39
Properties=species:S:1:pos:R:3:lowdin_charge:R:1
O 0.47748 -0.70616 1.43145 0.121
O 0.74425 -0.86279 -0.76718 0.122
O -2.62996 -1.48046 -0.16455 -0.097
O 4.84868 2.39280 -0.05585 0.091
O -4.77677 0.34668 -0.47657 -0.057
N 2.62388 2.36106 0.18854 0.068
N 1.44319 1.74002 0.10542 0.066
N 4.20194 -1.70649 -1.36834 0.067
C 3.77446 0.25509 -0.07855 -0.135
C -1.82337 -2.42662 0.50726 -0.046
C 3.34046 -1.89917 0.84709 -0.056
C -2.37445 -0.13922 -0.09922 -0.128
C -2.04573 2.64664 -0.13736 -0.029
C 3.77829 -2.43923 -0.35160 -0.147
C 0.11292 -0.40621 0.33031 -0.524
C -1.11059 0.42960 0.06731 -0.010
C 0.37072 2.42575 0.16563 -0.068
C -3.29334 2.09499 -0.30167 0.012
C -5.24486 -0.96368 -0.23230 -0.064
C -0.93536 1.82547 0.04366 -0.162
C 4.20798 -0.39597 -1.23198 -0.092
C 3.83391 1.73529 0.01331 -0.427
C 3.33542 -0.52234 0.98703 -0.030
C -3.48911 0.71480 -0.28630 -0.186
H 0.39628 3.51572 0.27967 0.131
H 2.99969 -2.53281 1.64972 0.108
H -4.84515 -1.67914 -0.95244 0.093
H 4.56470 0.17041 -2.08244 0.120
H 3.79727 -3.50955 -0.51179 0.103
H -1.92288 3.71836 -0.15096 0.113
H -2.42514 -3.33527 0.54013 0.102
H 0.39947 -0.46686 -1.57801 0.139
H -4.16430 2.71520 -0.43967 0.124
H -5.00718 -1.29378 0.78103 0.099
H -6.32691 -0.89634 -0.34559 0.095
H 2.65156 3.38149 0.28358 0.164
H 2.99650 -0.06196 1.90205 0.121
H -1.58577 -2.10864 1.52363 0.105
H -0.89818 -2.63665 -0.03445 0.093
```

Molecular formula: C16H15NO2PbS2Te
Method: DFT, ωB97M-V/def2-TZVPD

The energy relative to the best compared isomer or geometry (same formula, charge and spin) is 0.0 kcal/mol. For the HOMO-LUMO gap, the calculation gives 7.39 eV. As for the electronic energy: -56629.378 eV.

Structure (XYZ):
```
38
Properties=species:S:1:pos:R:3:lowdin_charge:R:1
Pb -0.38710 -0.56870 0.37370 0.972
Te -2.54740 0.63390 1.94130 1.485
S 1.25040 3.16150 2.46730 1.038
S 1.26400 0.08730 2.44300 0.435
O -2.19240 0.95030 -0.48320 -0.629
O -3.37150 0.42970 0.18020 -0.661
N 0.44200 1.64460 0.53860 -0.197
C -7.02660 -2.69600 5.18170 -0.045
C -4.01590 -0.50050 3.04740 -0.353
C -3.41110 -2.56500 1.71900 -0.088
C -4.22530 -1.85050 2.75760 -0.299
C -0.37690 3.29140 -1.10570 -0.015
C 0.98710 1.60130 1.73420 -1.221
C -4.80690 0.14540 3.99960 -0.314
C -0.59350 4.63180 -1.34930 -0.074
C -4.62630 1.58960 4.35140 -0.090
C -0.26550 5.60050 -0.40560 -0.090
C 0.18650 2.91860 0.10920 -0.324
C -5.98670 -1.93260 4.41750 -0.259
C -5.20890 -2.54640 3.44720 -0.010
C -5.77870 -0.58440 4.66860 -0.015
C 0.30820 5.24750 0.80060 -0.095
C 0.54330 3.90620 1.04490 -0.455
H -6.39160 -0.09050 5.40780 0.120
H -1.03780 4.92790 -2.28550 0.104
H -5.54380 2.00150 4.76240 0.079
H -4.34370 2.17270 3.47580 0.028
H 0.55760 5.99320 1.53790 0.106
H -2.37480 -2.66470 2.05330 0.069
H -0.66890 2.53070 -1.80950 0.110
H -3.84620 1.70180 5.10310 0.089
H -8.01390 -2.26550 5.02050 0.084
H -5.37210 -3.59160 3.22030 0.115
H -3.43430 -2.01080 0.78110 0.057
H -7.05200 -3.74020 4.88030 0.074
H -0.45810 6.64210 -0.61160 0.102
H -6.82180 -2.65320 6.25110 0.084
H -3.80890 -3.56120 1.53940 0.080
```

Molecular formula: C16H15NO6S
Method: DFT, ωB97M-V/def2-TZVPD

The energy relative to the best compared isomer or geometry (same formula, charge and spin) is 30.5 kcal/mol. As for the structure (SMILES): O=C(O)c1ccc(NS(=O)(=O)c2ccc3c(c2)OCCCO3)cc1. For the HOMO-LUMO gap, the calculation gives 9.14 eV. As for the electronic energy: -41445.265 eV.

Structure (XYZ):
```
39
Properties=species:S:1:pos:R:3:lowdin_charge:R:1
S 1.83575 -0.29019 -0.36030 0.686
O 2.75046 -0.27156 -1.46343 -0.279
O 2.62653 7.20276 0.76648 0.098
O 2.34600 -0.56567 0.94436 -0.278
O -2.35037 -2.61711 1.12977 -0.030
O 4.01345 6.23067 2.21537 0.102
O -2.78641 -3.71705 -1.72155 -0.031
N 0.99113 1.18571 -0.31611 -0.050
C -0.41489 -1.68279 0.27801 0.031
C 1.07741 3.58792 -0.47406 -0.015
C 3.15398 6.12216 1.37451 -0.493
C 0.27265 -1.83530 -2.01584 -0.053
C 2.58024 4.84800 0.91142 -0.146
C -3.40503 -4.70802 -0.93014 -0.182
C 3.05174 3.65550 1.46230 0.009
C 1.54870 2.39529 0.08061 -0.277
C -4.07979 -4.17737 0.32900 -0.132
C -0.81416 -2.64700 -2.25845 0.019
C 0.46027 -1.35957 -0.73209 -0.291
C -3.04478 -3.81736 1.38862 -0.183
C 1.58335 4.80095 -0.06155 -0.011
C -1.52973 -2.49135 0.04566 -0.168
C 2.54312 2.44083 1.05822 -0.004
C -1.73091 -2.98716 -1.25714 -0.174
H 2.90514 1.51989 1.48248 0.097
H -2.67058 -5.48098 -0.65777 0.135
H 1.21636 5.71893 -0.49298 0.117
H -2.33173 -4.64696 1.50748 0.135
H -0.25189 -1.29917 1.27171 0.135
H -4.67391 -3.29516 0.08302 0.130
H -1.00682 -3.03768 -3.24523 0.126
H 3.04895 8.00255 1.11565 0.130
H -4.74219 -4.94655 0.72601 0.121
H -4.14546 -5.14961 -1.60167 0.129
H 3.82492 3.70627 2.21355 0.124
H -3.53162 -3.63338 2.34930 0.129
H 0.30754 3.55181 -1.23213 0.112
H 0.39279 1.26667 -1.12581 0.118
H 0.97978 -1.57887 -2.78729 0.115
```

Molecular formula: C16H16As2F5MnSe2Te2
Method: DFT, ωB97M-V/def2-TZVPD

For the HOMO-LUMO gap (spin up / spin down), the calculation gives 5.22 / 5.26 eV. As for the electronic energy: -328707.438 eV. The spin multiplicity is 2. As for the total charge: +1.

Structure (XYZ):
```
44
Properties=species:S:1:pos:R:3:lowdin_charge:R:1
Te -0.65004 2.97496 -4.92502 0.441
Te -2.00047 4.40655 -3.18235 0.415
Se -1.99508 2.95971 -1.22806 0.086
Se 0.27671 1.24099 -3.53990 0.213
As -0.39065 1.19765 1.17127 1.114
As -1.44140 -0.67228 -1.10513 1.106
Mn -0.25222 1.37704 -1.21852 -0.518
F 5.71060 0.43967 -0.99967 0.147
F 4.40257 2.83349 -0.92698 0.141
F 1.63137 2.82945 -0.92845 -0.001
F 4.30284 -1.86327 -1.09887 0.139
F 1.64164 -1.85405 -1.11427 0.069
C -0.84223 -3.39533 2.05451 -0.054
C -0.22105 -1.20499 2.83250 -0.082
C 4.38481 0.47416 -0.99819 -0.129
C 2.34941 1.64490 -0.93868 -0.287
C -0.36727 -2.56447 3.06245 -0.055
C -1.17067 -2.87084 0.81366 -0.081
C 1.56566 0.51523 -0.96776 -0.243
C -3.37218 -0.48558 -0.99407 -0.251
C 3.65859 -0.70251 -1.04296 -0.137
C 1.13759 1.79474 2.18048 -0.233
C -1.86226 1.96242 2.17713 -0.264
C -1.01759 -1.50913 0.58005 -0.393
C 3.72101 1.69394 -0.95287 -0.144
C -0.54165 -0.67684 1.58690 -0.385
C 2.26854 -0.66233 -1.03471 -0.218
C -1.29526 -2.06965 -2.42580 -0.248
H -1.78020 1.65642 3.21808 0.040
H -1.83228 3.04840 2.11020 0.033
H 0.90182 1.75593 3.24162 0.039
H -3.63274 0.36633 -0.36982 0.007
H -0.32345 -2.55081 -2.35947 0.033
H -1.53264 -3.53179 0.03573 0.106
H -3.79227 -1.39353 -0.56628 0.043
H -3.78126 -0.32797 -1.99107 0.042
H -1.41312 -1.62141 -3.41072 0.026
H 1.36989 2.81989 1.89902 0.044
H -0.95150 -4.45655 2.23618 0.115
H -2.09081 -2.79401 -2.26643 0.040
H -2.80847 1.60685 1.77347 0.025
H -0.10634 -2.97943 4.02710 0.114
H 0.15244 -0.56829 3.62521 0.105
H 1.98959 1.15636 1.96048 0.043
```

Molecular formula: C16H16BIrN9O7
Method: DFT, ωB97M-V/def2-TZVPD

The energy relative to the best compared isomer or geometry (same formula, charge and spin) is 61.1 kcal/mol. For the HOMO-LUMO gap (spin up / spin down), the calculation gives 7.14 / 5.17 eV. As for the electronic energy: -48077.197 eV. The spin multiplicity is 6. As for the total charge: +2.

Structure (XYZ):
```
50
Properties=species:S:1:pos:R:3:lowdin_charge:R:1
Ir 1.74277 -0.08109 -0.15871 1.665
O 3.15770 0.10693 1.20825 -0.202
O -2.09364 -0.08426 1.81420 0.063
O -2.48235 -0.93907 3.77965 0.098
O 2.38742 2.28312 6.80474 0.068
O 0.45024 1.57208 7.58408 0.120
O 0.50904 -0.05859 1.48308 -0.199
O 4.26310 1.15610 2.72471 0.181
N -1.73170 -0.30822 2.99247 -0.267
N 1.44224 -1.12996 -1.78222 -0.215
N 0.77962 1.35590 -1.42636 -0.136
N -1.98618 -0.22537 -3.55345 0.042
N 3.14071 0.88644 2.26675 -0.206
N -2.43886 -0.32779 -2.25738 0.135
N 0.23551 1.38646 -2.73359 0.001
N 0.74926 -1.01427 -3.04339 0.032
N 1.27349 1.68891 6.65130 -0.289
C -4.24942 -0.40106 -3.50558 0.096
C -3.11452 -0.34967 -4.33036 0.075
C 2.11052 1.37961 4.41497 0.117
C 0.63990 0.52353 2.63176 -0.198
C 1.48761 -1.73960 -3.93746 -0.008
C 1.23934 3.36429 -2.30584 -0.019
C 2.48544 -2.45475 -3.26980 -0.004
C 2.44069 -2.05601 -1.94261 -0.104
C 1.04667 1.18190 5.30939 -0.080
C -0.45205 0.24540 3.56258 -0.005
C 0.57924 2.60297 -3.27198 -0.005
C -3.73786 -0.46409 -2.20111 -0.071
C 1.23959 2.60401 -1.15086 -0.123
C -2.63464 -3.19639 0.90323 -0.027
C -0.16165 0.53312 4.89467 0.145
C 1.94547 1.05834 3.05951 -0.038
B -0.33840 0.11854 -3.55155 -0.294
H 1.54745 2.83285 -0.13225 0.120
H 0.40353 2.79883 -4.33091 0.145
H 3.14290 -3.21714 -3.63493 0.121
H 1.32066 -1.63491 -5.01713 0.150
H -2.91243 -2.83316 -0.08967 0.003
H -4.28863 -0.58871 -1.25264 0.150
H -0.91559 0.29710 5.64332 0.150
H -3.13222 -0.46659 -5.39865 0.153
H -2.93866 -4.23557 1.00046 0.033
H 3.11152 1.62925 4.76887 0.148
H 1.73511 4.32971 -2.34683 0.125
H -1.54616 -3.13576 0.98716 0.019
H -5.29430 -0.37515 -3.68169 0.133
H 3.04643 -2.33493 -1.08759 0.122
H -0.14519 0.31832 -4.73427 0.108
H -3.05870 -2.60156 1.64367 -0.027
```